(1)
Density functional theory data (ωB97M-V with the def2-TZVPD basis set) for the molecule BrF2NS in a non-equilibrium geometry.

Structure (XYZ):
```
5
Properties=species:S:1:pos:R:3:lowdin_charge:R:1
N 0.77187 -0.60785 0.51658 -0.53
F 1.04722 1.16972 -1.15160 -0.32
F -0.90587 1.34113 0.45232 -0.40
S -0.06369 0.12250 -0.52614 0.78
Br -0.84953 -2.02550 0.70885 0.48
```

Results
lowest unoccupied orbital energy: -2.3 eV
HOMO-LUMO gap: 0.3209 Eh
energy above the lowest of the compared OMol25 structures with the same formula, charge and spin: 18.3 kcal per mole
charge: 0
molar mass: 164.0 g mol⁻¹
HOMO energy: -11.004 eV

(2)
Density functional theory data (ωB97M-V with the def2-TZVPD basis set) for a structure of composition C66H68BGeN9O2PSiSnTe in a non-equilibrium geometry.

Structure (XYZ):
```
151
Properties=species:S:1:pos:R:3:lowdin_charge:R:1
Sn -1.16797 0.65907 0.24162 1.37
C -3.63454 -3.19270 1.31456 -0.02
C -2.80462 -2.44191 0.49379 -0.17
N -2.64594 -1.21933 0.99569 -0.05
N -3.35657 -1.16430 2.13222 0.03
C -3.97031 -2.33384 2.34312 -0.04
B -3.45825 0.15754 2.89985 -0.70
N -3.97932 1.19433 1.90166 0.01
C -5.25993 1.51656 1.68353 -0.05
C -5.31393 2.35913 0.59226 -0.03
C -3.99103 2.49385 0.19568 -0.14
N -3.19854 1.78045 0.99155 -0.07
N -2.05407 0.52556 3.42572 0.03
C -1.71344 0.73797 4.70325 -0.02
C -0.34247 0.87057 4.77463 -0.03
C 0.08931 0.71196 3.46631 -0.15
N -0.95396 0.50737 2.66730 -0.06
N -4.37440 0.09914 4.09436 -0.03
C -4.87326 1.17604 4.75480 -0.10
C -5.45364 0.73305 5.91675 -0.05
C -5.25171 -0.65535 5.89094 -0.14
N -4.60161 -1.01591 4.80461 0.06
H -3.95078 -4.20649 1.17567 0.10
H -2.33605 -2.72335 -0.42956 0.10
H -4.57315 -2.48028 3.21622 0.10
H -6.04992 1.13834 2.30232 0.13
H -6.18133 2.80452 0.15381 0.10
H -3.58555 3.06199 -0.61834 0.10
H -2.43774 0.77397 5.49061 0.12
H 0.25095 1.05078 5.64416 0.10
H 1.08860 0.71322 3.07463 0.09
H -4.76819 2.16940 4.36695 0.13
H -5.94720 1.30727 6.67465 0.09
H -5.55557 -1.38837 6.61267 0.10
O -0.27121 -1.71997 -1.39216 -0.19
N 0.97429 -1.32432 -1.88177 -0.05
C 1.03659 -0.95261 -3.09451 -0.14
C 0.06981 -0.97863 -4.18599 -0.21
C 0.63090 -1.32264 -5.42389 -0.03
C -0.14805 -1.49622 -6.54776 -0.06
C -1.51867 -1.29842 -6.45843 -0.05
C -2.07966 -0.90761 -5.25656 -0.08
C -1.30917 -0.73992 -4.10695 -0.29
P -2.15176 -0.12232 -2.58437 1.05
C -3.50986 -1.33393 -2.45252 -0.39
C -3.46504 -2.61793 -2.98345 -0.09
C -4.52993 -3.48226 -2.79498 -0.07
C -5.63391 -3.08481 -2.06038 -0.07
C -5.66535 -1.81902 -1.49528 -0.07
C -4.60704 -0.95263 -1.68509 -0.12
C -3.04446 1.33111 -3.27478 -0.35
C -2.48344 2.57453 -2.99485 -0.14
C -3.03880 3.73443 -3.50363 -0.07
C -4.17107 3.66645 -4.29833 -0.07
C -4.76359 2.43826 -4.54229 -0.07
C -4.21772 1.27849 -4.02050 -0.09
H -0.07405 -2.15616 -0.54743 0.03
H 2.04688 -0.69173 -3.39182 0.12
H 1.69952 -1.46772 -5.48699 0.12
H 0.30532 -1.77284 -7.48877 0.11
H -2.14437 -1.42976 -7.32936 0.11
H -3.14415 -0.73483 -5.20171 0.10
H -2.60572 -2.94430 -3.55147 0.11
H -4.49554 -4.47058 -3.22753 0.11
H -6.46724 -3.75783 -1.92789 0.11
H -6.51445 -1.50754 -0.90581 0.11
H -4.62563 0.03728 -1.24711 0.10
H -1.60665 2.63304 -2.35836 0.07
H -2.58764 4.68973 -3.28002 0.11
H -4.60370 4.56403 -4.71299 0.11
H -5.65547 2.37525 -5.14760 0.11
H -4.72577 0.33852 -4.18211 0.10
C 0.39640 -2.81964 1.62660 -0.21
Ge 2.28928 -2.16399 1.80174 0.90
C 2.54280 -1.73783 3.76247 -0.32
C 3.75803 -1.29899 4.27865 -0.13
C 3.88058 -0.96091 5.61642 -0.07
C 2.79789 -1.09216 6.46923 -0.07
C 1.59441 -1.56228 5.97355 -0.08
C 1.46353 -1.86491 4.62969 -0.13
C 3.25546 -3.68906 0.94553 -0.26
C 3.26940 -3.65005 -0.42693 -0.17
C 3.82988 -4.68340 -1.18691 -0.07
C 4.35673 -5.77768 -0.56016 -0.02
C 4.33024 -5.88275 0.84547 -0.16
C 4.83394 -7.01653 1.51815 -0.03
C 4.79573 -7.09678 2.88182 -0.07
C 4.24508 -6.05057 3.63949 -0.06
C 3.74628 -4.94271 3.01624 -0.03
C 3.77724 -4.82040 1.61321 -0.17
H 0.14428 -3.44475 2.47952 0.04
H 0.30550 -3.46267 0.75308 0.03
H -0.32326 -2.00488 1.57845 -0.02
H 4.62774 -1.22928 3.63703 0.10
H 4.82458 -0.59651 5.99144 0.11
H 2.89314 -0.84339 7.51533 0.11
H 0.74521 -1.68316 6.62891 0.11
H 0.50639 -2.20329 4.26076 0.09
H 2.83542 -2.79825 -0.94866 0.04
H 3.83548 -4.60080 -2.26426 0.11
H 4.78561 -6.58417 -1.13470 0.12
H 5.24196 -7.82666 0.93095 0.12
H 5.18275 -7.96887 3.38517 0.11
H 4.20850 -6.13252 4.71585 0.11
H 3.31427 -4.13293 3.58864 0.08
C -0.46642 4.62753 -0.10488 -0.09
C 0.95931 4.32469 0.35718 -0.59
C 0.86912 3.88317 1.81521 -0.09
C 1.79373 5.60307 0.28731 -0.08
Si 1.63055 2.92472 -0.79003 0.44
O 1.10779 1.49086 -0.27782 -0.69
C 3.49634 2.74959 -1.14556 -0.25
C 3.79016 1.71086 -2.02942 -0.20
C 5.08580 1.44270 -2.43635 -0.09
C 6.12856 2.22665 -1.97126 -0.08
C 5.85787 3.27612 -1.11062 -0.07
C 4.55696 3.52706 -0.70034 -0.09
C 1.09453 3.26256 -2.58906 -0.22
C 0.57610 2.23043 -3.35890 -0.14
C 0.25257 2.40296 -4.69225 -0.07
C 0.43211 3.64064 -5.28308 -0.07
C 0.94904 4.68732 -4.53801 -0.07
C 1.29109 4.49043 -3.21274 -0.08
H -0.92400 5.38291 0.53402 0.09
H -1.08087 3.71887 -0.04221 0.04
H -0.47985 4.98918 -1.12988 0.07
H 0.42338 4.66920 2.42517 0.09
H 1.85251 3.66666 2.22628 0.07
H 0.24282 2.99062 1.89290 0.05
H 1.26088 6.42959 0.75626 0.09
H 2.00980 5.88380 -0.73830 0.06
H 2.73736 5.48061 0.81274 0.07
H 2.96716 1.16206 -2.46644 0.06
H 5.28234 0.63450 -3.12752 0.11
H 7.14094 2.03025 -2.29137 0.11
H 6.66444 3.90650 -0.76444 0.11
H 4.38063 4.35790 -0.03541 0.09
H 0.40594 1.27722 -2.87218 0.06
H -0.14539 1.58180 -5.27197 0.10
H 0.17377 3.79120 -6.31985 0.11
H 1.08809 5.65834 -4.99065 0.11
H 1.71671 5.30928 -2.65286 0.09
C 4.98387 -0.94674 0.08918 -0.32
Te 2.92775 -0.27015 0.06226 1.56
C 3.45869 1.12423 1.57520 -0.30
H 5.14023 -1.68861 -0.68795 0.01
H 5.31373 -1.35486 1.03894 0.01
H 5.58064 -0.06964 -0.15303 0.01
H 3.86409 0.61760 2.44624 0.01
H 2.57586 1.69388 1.82915 -0.02
H 4.19481 1.80036 1.15202 0.02
```

Results
lowest unoccupied orbital energy: -2.1 eV
HOMO-LUMO gap: 0.2846 Eh
energy above the lowest of the compared OMol25 structures with the same formula, charge and spin: 0.0 kcal per mole
charge: +1
molar mass: 1408.1 g mol⁻¹
HOMO energy: -9.799 eV

(3)
Density functional theory data (ωB97M-V with the def2-TZVPD basis set) for a cluster of 2 separate species, CBrCl2NO2 in total in a non-equilibrium geometry.

Structure (XYZ):
```
7
Properties=species:S:1:pos:R:3:lowdin_charge:R:1
C 0.64113 0.95832 -0.41767 -1.71
N -0.89606 -1.35024 0.50822 -0.23
O -1.30350 -2.12876 -0.27935 0.11
O -0.71666 -1.30332 1.67494 0.09
Cl 1.56760 0.47827 -1.77289 0.55
Cl 1.47398 1.17419 1.06109 0.56
Br -0.76649 2.17154 -0.77434 0.62
```

Results
lowest unoccupied orbital energy (spin up / spin down): -1.0 / -1.4 eV
HOMO-LUMO gap (spin up / spin down): 0.3368 / 0.2730 Eh
energy above the lowest of the compared OMol25 structures with the same formula, charge and spin: 36.6 kcal per mole
charge: 0
molar mass: 208.8 g mol⁻¹
HOMO energy (spin up / spin down): -10.213 / -8.786 eV

(4)
Density functional theory data (ωB97M-V with the def2-TZVPD basis set) for a structure of composition C25H44BN8O2SSbSi3Ti in a non-equilibrium geometry.

Structure (XYZ):
```
86
Properties=species:S:1:pos:R:3:lowdin_charge:R:1
Ti -0.07443 0.17130 0.53628 0.60
B -1.70709 3.17254 1.27855 -0.40
N -0.38106 2.77180 1.98146 -0.05
C 0.43172 3.57714 2.66876 -0.06
C 1.42551 2.81297 3.25512 -0.05
C 1.13678 1.51036 2.86402 -0.15
N 0.03589 1.48867 2.09370 -0.06
N -1.60204 2.71429 -0.19857 -0.06
C -1.71176 3.43580 -1.31528 -0.05
C -1.52639 2.59956 -2.40699 -0.03
C -1.29653 1.35000 -1.84548 -0.17
N -1.35976 1.42877 -0.50822 -0.10
H -2.61738 2.58412 1.80272 0.06
H -1.81972 4.36446 1.31770 0.08
H 0.25127 4.63743 2.71820 0.12
H 2.23622 3.15105 3.87688 0.10
H 1.67297 0.61102 3.11367 0.09
H -1.92397 4.49052 -1.26995 0.12
H -1.53988 2.86725 -3.44853 0.10
H -1.08674 0.41498 -2.34217 0.08
N 7.09566 -0.46368 1.86132 0.11
C 5.91028 -0.34666 1.16750 -0.31
C 5.63447 -1.17890 0.07611 -0.02
C 4.46136 -1.04515 -0.63478 -0.06
C 3.54850 -0.06108 -0.27792 -0.28
C 3.81638 0.78770 0.78937 -0.05
C 4.98484 0.64541 1.51046 -0.02
S 1.98635 0.08447 -1.09606 0.63
O 2.12940 0.14027 -2.52008 -0.27
O 1.35710 1.29228 -0.49966 -0.37
N 1.04956 -1.14242 -0.66657 -0.20
C 1.40994 -1.77686 0.53212 -0.58
N 0.78952 -1.21498 1.61849 -0.09
C 1.08056 -1.78885 2.83621 -0.15
C 1.96290 -2.84280 2.92394 -0.09
C 2.52833 -3.33260 1.75767 -0.14
N 2.23042 -2.78475 0.54150 0.13
H 7.60539 -1.32368 1.76020 0.09
H 7.13198 -0.05475 2.77805 0.09
H 6.35378 -1.93733 -0.20911 0.11
H 4.24066 -1.71174 -1.45750 0.12
H 3.11069 1.56500 1.03833 0.10
H 5.19470 1.30911 2.34128 0.11
H 0.58423 -1.36742 3.70026 0.11
H 2.19110 -3.27748 3.88742 0.10
H 3.22136 -4.16311 1.74126 0.09
C -1.42306 -4.35465 2.62881 -0.21
Si -1.91184 -4.19239 0.80514 0.37
C -3.60795 -5.02508 0.58397 -0.22
C -0.61253 -5.03977 -0.27806 -0.21
Sb -1.93323 -1.69988 0.09508 1.01
Si -2.69241 -2.15252 -2.35443 0.38
C -3.99452 -0.84440 -2.78336 -0.22
C -3.54384 -3.82667 -2.63081 -0.22
C -1.14116 -2.10722 -3.44390 -0.21
Si -3.92543 -0.85651 1.49945 0.36
C -5.23532 -2.15928 1.92224 -0.22
C -2.98684 -0.37489 3.07568 -0.22
C -4.77337 0.62723 0.69393 -0.21
H -1.73326 -5.32067 3.03414 0.03
H -1.88833 -3.57448 3.23605 0.02
H -0.34277 -4.26925 2.73950 0.00
H -3.51914 -5.92511 -0.02750 0.03
H -4.32475 -4.36177 0.09902 -0.01
H -4.02191 -5.31832 1.54996 0.03
H -0.60699 -6.12272 -0.13620 0.03
H 0.37932 -4.65356 -0.03129 0.01
H -0.78644 -4.83776 -1.33727 0.01
H -4.75814 -0.83301 -2.00370 0.01
H -4.48753 -1.07572 -3.73056 0.03
H -3.57249 0.15978 -2.85240 0.01
H -4.53266 -3.84266 -2.16859 0.02
H -2.96583 -4.65725 -2.22218 0.01
H -3.67382 -4.00387 -3.70079 0.04
H -0.33811 -1.52374 -2.98841 -0.01
H -1.34475 -1.69230 -4.43326 0.04
H -0.75479 -3.11915 -3.58133 0.03
H -4.79703 -2.99546 2.47108 0.02
H -5.70325 -2.55985 1.02084 0.02
H -6.01946 -1.71592 2.53995 0.03
H -2.19120 -1.10315 3.26156 0.00
H -3.62124 -0.32692 3.96293 0.03
H -2.50884 0.59547 2.94318 0.00
H -5.40839 0.31611 -0.13751 0.01
H -4.03047 1.33098 0.31544 0.00
H -5.40147 1.15732 1.41339 0.04
```

Results
lowest unoccupied orbital energy (spin up / spin down): 0.6 / 0.5 eV
HOMO-LUMO gap (spin up / spin down): 0.2191 / 0.3206 Eh
energy above the lowest of the compared OMol25 structures with the same formula, charge and spin: 40.4 kcal per mole
2S+1: 3
charge: 0
molar mass: 785.4 g mol⁻¹
HOMO energy (spin up / spin down): -5.398 / -8.273 eV